--- one ---
One molecule with the formula C18H26N2O4S. Source: OMol25; level of theory: the ωB97M-V functional and the def2-TZVPD basis.

CARTESIAN COORDINATES (ANGSTROEM)
1 C -1.586 -5.577 -0.250
2 O -1.876 -4.364 0.408
3 C -1.730 -3.201 -0.266
4 C -2.035 -2.040 0.457
5 C -1.918 -0.802 -0.134
6 C -1.497 -0.713 -1.450
7 S -1.298 0.896 -2.183
8 O -2.333 1.778 -1.730
9 O -1.091 0.757 -3.599
10 N 0.122 1.396 -1.430
11 C 1.295 0.676 -1.887
12 C 2.538 1.305 -1.233
13 N 2.145 1.942 0.009
14 C 2.217 1.196 1.149
15 O 2.761 0.108 1.131
16 C 1.652 1.823 2.417
17 C 2.387 1.337 3.675
18 C 2.084 -0.117 4.025
19 C 0.582 -0.338 4.153
20 C -0.105 0.048 2.847
21 C 0.148 1.517 2.524
22 C 1.340 3.120 -0.232
23 C 0.330 2.825 -1.366
24 C -1.199 -1.846 -2.178
25 C -1.314 -3.095 -1.592
26 H -0.540 -5.619 -0.569
27 H -2.239 -5.730 -1.114
28 H -1.770 -6.359 0.484
29 H -2.358 -2.148 1.479
30 H -2.156 0.104 0.398
31 H 1.369 0.704 -2.982
32 H 1.179 -0.362 -1.566
33 H 3.281 0.541 -1.008
34 H 2.979 2.066 -1.881
35 H 1.799 2.906 2.359
36 H 3.462 1.460 3.529
37 H 2.084 1.977 4.509
38 H 2.478 -0.759 3.238
39 H 2.585 -0.373 4.961
40 H 0.378 -1.385 4.386
41 H 0.185 0.272 4.969
42 H 0.282 -0.574 2.038
43 H -1.180 -0.124 2.923
44 H -0.358 1.772 1.590
45 H -0.274 2.137 3.321
46 H 0.811 3.415 0.669
47 H 1.999 3.944 -0.534
48 H 0.699 3.211 -2.327
49 H -0.640 3.279 -1.163
50 H -0.886 -1.736 -3.204
51 H -1.079 -3.972 -2.174

The HOMO-LUMO gap comes out at 9.765 eV. The value obtained for the highest occupied orbital energy is -9.09 eV. The net charge is 0. As for the LUMO energy: 0.676 eV. Its SMILES is COc1ccc(S(=O)(=O)N2CCN(C(=O)C3CCCCC3)CC2)cc1.

=====

--- two ---
One molecule with the formula C18H26N2O4S. Source: OMol25; level of theory: the ωB97M-V functional and the def2-TZVPD basis.

CARTESIAN COORDINATES (ANGSTROEM)
1 C -0.458 -4.647 -0.955
2 O -1.138 -3.968 0.074
3 C -1.515 -2.681 -0.139
4 C -1.393 -2.016 -1.354
5 C -1.781 -0.691 -1.462
6 C -2.289 -0.039 -0.359
7 S -2.576 1.721 -0.430
8 O -2.812 2.108 -1.791
9 O -3.537 2.091 0.570
10 N -1.122 2.418 0.012
11 C -0.763 2.327 1.410
12 C 0.282 1.246 1.668
13 C 1.572 1.507 0.872
14 C 2.084 0.195 0.276
15 O 1.341 -0.725 -0.022
16 N 3.408 0.116 0.048
17 C 4.438 1.081 0.385
18 C 5.701 0.514 -0.264
19 C 5.464 -0.993 -0.210
20 C 3.976 -1.098 -0.521
21 C 1.299 2.480 -0.292
22 C -0.046 2.157 -0.926
23 C -2.448 -0.702 0.846
24 C -2.077 -2.025 0.973
25 C -2.227 -2.770 2.262
26 H 0.445 -4.108 -1.256
27 H -1.100 -4.804 -1.828
28 H -0.182 -5.614 -0.536
29 H -0.983 -2.513 -2.218
30 H -1.707 -0.162 -2.399
31 H -0.387 3.304 1.739
32 H -1.686 2.127 1.955
33 H 0.499 1.196 2.736
34 H -0.120 0.279 1.356
35 H 2.338 1.934 1.523
36 H 4.561 1.140 1.474
37 H 4.195 2.076 0.007
38 H 5.767 0.843 -1.302
39 H 6.605 0.822 0.258
40 H 5.668 -1.370 0.793
41 H 6.075 -1.543 -0.922
42 H 3.793 -1.118 -1.601
43 H 3.492 -1.970 -0.078
44 H 2.079 2.393 -1.051
45 H 1.293 3.509 0.071
46 H -0.230 2.772 -1.811
47 H -0.043 1.102 -1.232
48 H -2.874 -0.164 1.679
49 H -1.253 -3.115 2.606
50 H -2.674 -2.137 3.023
51 H -2.849 -3.650 2.115

The HOMO-LUMO gap comes out at 9.037 eV. The value obtained for the highest occupied orbital energy is -8.51 eV. The net charge is 0. As for the LUMO energy: 0.522 eV. Its SMILES is COc1ccc(S(=O)(=O)N2CCC(C(=O)N3CCCC3)CC2)cc1C.

=====

The energy of each structure relative to the most stable one, in hartree, is as follows: one 0.0054; two 0.0000.

=====

--- one ---
A 2-piece molecular cluster, CH2ClFS overall. Source: OMol25; level of theory: the ωB97M-V functional and the def2-TZVPD basis.

CARTESIAN COORDINATES (ANGSTROEM)
1 C -1.092 0.473 0.094
2 F -1.207 1.736 -0.228
3 S 2.333 -0.393 -0.557
4 Cl -2.157 -0.554 -0.669
5 H -0.397 0.185 0.916
6 H 2.520 -1.447 0.445

The HOMO-LUMO gap (spin up / spin down) comes out at 10.771 / 5.258 eV. The value obtained for the highest occupied orbital energy (spin up / spin down) is -10.19 / -7.88 eV. The net charge is 0. As for the LUMO energy (spin up / spin down): 0.577 / -2.624 eV.

=====

--- two ---
A 2-piece molecular cluster, CH2ClFS overall. Source: OMol25; level of theory: the ωB97M-V functional and the def2-TZVPD basis.

CARTESIAN COORDINATES (ANGSTROEM)
1 C -2.077 -0.696 -1.621
2 F -1.174 -1.437 -2.129
3 S -0.071 0.274 2.567
4 Cl -2.050 -0.549 0.098
5 H -2.189 0.162 -2.134
6 H 1.098 0.653 1.934

The HOMO-LUMO gap (spin up / spin down) comes out at 9.849 / 6.531 eV. The value obtained for the highest occupied orbital energy (spin up / spin down) is -9.99 / -8.83 eV. The net charge is 0. As for the LUMO energy (spin up / spin down): -0.138 / -2.303 eV.

=====

The energy of each structure relative to the most stable one, in hartree, is as follows: one 0.0026; two 0.0000.

=====

--- one ---
One molecule with the formula C7H6BrI. Source: OMol25; level of theory: the ωB97M-V functional and the def2-TZVPD basis.

CARTESIAN COORDINATES (ANGSTROEM)
1 C 1.082 -0.778 0.027
2 C -0.370 -1.260 -0.048
3 C 1.189 0.310 -0.990
4 C -1.084 -0.331 -0.983
5 C -0.358 1.105 0.890
6 C 1.030 0.721 0.358
7 C -1.219 -0.102 0.462
8 Br 2.425 0.634 -2.342
9 I -2.614 -0.633 -2.252
10 H 1.752 -1.429 0.298
11 H -0.553 -2.363 0.240
12 H -0.413 1.120 2.067
13 H -0.577 1.998 0.440
14 H 1.801 1.122 0.859
15 H -2.092 -0.115 0.975

The HOMO-LUMO gap (spin up / spin down) comes out at 7.593 / 7.736 eV. The value obtained for the highest occupied orbital energy (spin up / spin down) is -8.04 / -8.05 eV. The net charge is 0. As for the LUMO energy (spin up / spin down): -0.451 / -0.316 eV.

=====

--- two ---
C7H6BrI as an isolated structure. Source: OMol25; level of theory: the ωB97M-V functional and the def2-TZVPD basis.

CARTESIAN COORDINATES (ANGSTROEM)
1 C -0.014 -1.427 0.584
2 C -1.107 -0.749 0.115
3 C 1.290 -0.843 0.466
4 C -1.013 0.579 -0.190
5 C 1.365 0.461 -0.002
6 C 0.248 1.179 -0.198
7 C 0.344 2.560 -0.711
8 Br 1.666 2.920 -2.109
9 I 0.720 3.854 0.983
10 H -0.165 -2.403 1.151
11 H -2.078 -1.377 0.111
12 H 2.280 -1.368 0.627
13 H -1.887 1.082 -0.430
14 H 2.313 0.959 -0.325
15 H -0.734 2.826 -0.987

The HOMO-LUMO gap comes out at 9.240 eV. The value obtained for the highest occupied orbital energy is -9.10 eV. The net charge is 0. As for the LUMO energy: 0.136 eV.

=====

The energy of each structure relative to the most stable one, in hartree, is as follows: one 0.1972; two 0.0000.